Formula: C22H25O8
Source: the OMol25 dataset
Level of theory: the ωB97M-V functional and the def2-TZVPD basis

XYZ file:
```
55
Properties=species:S:1:pos:R:3
C -4.02420 -1.03780 1.28039
C -2.95249 0.01670 1.33367
O -1.67688 -0.63995 1.30919
C -0.69785 0.27895 1.47249
C 0.60868 -0.35663 1.50954
C 1.81322 0.42702 1.58607
O 1.92028 1.63165 1.76227
C 2.99734 -0.53676 1.43782
C 2.39360 -1.94566 1.49655
C 0.85900 -1.80410 1.33523
O -0.92931 1.47509 1.56566
H -4.99847 -0.55134 1.37170
H -4.00767 -1.58513 0.33149
H -3.92586 -1.75839 2.10018
H -3.02387 0.68989 0.46645
H -3.03524 0.60499 2.25759
H 3.48916 -0.35365 0.46953
H 3.72878 -0.36078 2.23637
H 2.82451 -2.60014 0.73223
H 2.60464 -2.38968 2.47759
H 0.32198 -2.42050 2.07509
H 0.55110 -2.14882 0.33037
C 5.29817 5.29793 7.71179
O 4.76798 5.01884 6.39102
C 3.80672 4.06828 6.26195
C 3.36991 3.77434 4.94272
C 2.46059 2.76739 4.72840
C 1.98609 1.96191 5.79199
C 1.13939 0.82714 5.50572
C 1.08540 -0.32869 6.24006
C 0.11189 -1.37722 5.83929
O -0.60310 -1.28620 4.86172
O 0.09612 -2.52880 6.57797
C 0.82898 -2.54334 7.82320
C 0.10810 -1.75826 8.90035
C 0.99665 -4.01084 8.21960
O 2.16024 -2.03828 7.60539
C 2.28271 -0.82483 6.97783
O 3.36487 -0.28169 6.97011
C 2.37801 2.30970 7.11296
C 3.25242 3.35474 7.35607
H 6.05668 6.06210 7.54118
H 4.52147 5.68631 8.38530
H 5.75899 4.40658 8.15945
H 3.78578 4.34300 4.11570
H 2.13031 2.52252 3.71475
H 0.47672 0.87689 4.64718
H -0.01457 -0.70805 8.62192
H -0.87877 -2.20627 9.06315
H 0.68004 -1.82070 9.83374
H 1.52873 -4.54693 7.42886
H 1.57215 -4.08983 9.14587
H 0.01961 -4.47672 8.36837
H 2.00245 1.73793 7.96102
H 3.55526 3.60065 8.37804
```

Output
**E_HOMO**: -0.1086 hartree
**Molecular weight**: 417.43 Da
**HOMO-LUMO gap**: 4.87 eV
**Total charge**: -1


Formula: C22H25OSTc
Source: the OMol25 dataset
Level of theory: the ωB97M-V functional and the def2-TZVPD basis

XYZ file:
```
50
Properties=species:S:1:pos:R:3
Tc 0.44125 -1.08856 -0.60912
C 2.49457 -1.41807 -1.45338
C 1.54518 -1.89721 -2.42951
C 0.82985 -3.00168 -1.85139
C 1.32237 -3.21084 -0.52585
C 2.35564 -2.23432 -0.27207
C 3.19443 -2.12284 0.94908
C 0.86148 -4.27236 0.40661
C -0.23602 -3.79471 -2.52795
C 1.35139 -1.37979 -3.80763
C 3.50900 -0.34797 -1.64498
H 4.15324 -2.60999 0.73418
H 2.75568 -2.62478 1.80773
H 3.42017 -1.08794 1.20567
H 1.39577 -5.19576 0.15217
H -0.20264 -4.48237 0.29932
H 1.08575 -4.04537 1.44649
H -1.23127 -3.35382 -2.39966
H -0.27596 -4.80602 -2.12636
H -0.04679 -3.84866 -3.59961
H 1.92382 -2.02531 -4.48559
H 1.72390 -0.36589 -3.93379
H 0.31037 -1.43300 -4.12672
H 4.46005 -0.83438 -1.89115
H 3.67685 0.23160 -0.73786
H 3.26066 0.32152 -2.46479
O -0.20095 0.50424 0.11555
S -0.27213 2.03742 0.74119
C -0.82870 1.73004 2.37910
C -1.72987 0.72553 2.71900
C -2.14199 0.64024 4.03706
C -1.67128 1.55210 4.97939
C -0.77399 2.54752 4.61932
C -0.32997 2.63915 3.30811
C -1.55505 2.81888 -0.11327
C -1.13136 3.81035 -1.00668
C -2.08932 4.55205 -1.67630
C -3.43527 4.29268 -1.45589
C -3.84695 3.29931 -0.56269
C -2.91129 2.55976 0.12604
H -2.11867 0.03651 1.97997
H -2.84230 -0.12932 4.33182
H -2.00709 1.48069 6.00520
H -0.40813 3.24760 5.35760
H 0.38234 3.40440 3.02292
H -0.07650 4.00952 -1.15211
H -1.78785 5.33720 -2.35550
H -4.18254 4.88060 -1.97281
H -4.90166 3.12922 -0.39617
H -3.21825 1.82281 0.85532
```

Output
**E_HOMO (alpha / beta)**: -0.6501 / -0.6502 hartree
**Multiplicity**: 4
**Molecular weight**: 435.51 Da
**Expectation value of S²**: 3.8656
**HOMO-LUMO gap (alpha / beta)**: 5.65 / 4.82 eV
**Total charge**: +3


Formula: C22H26AsF10N4O4W
Source: the OMol25 dataset
Level of theory: the ωB97M-V functional and the def2-TZVPD basis

XYZ file:
```
68
Properties=species:S:1:pos:R:3
W 0.06414 0.39605 -0.09919
C 2.75465 2.52970 -0.67126
N 2.24660 1.16047 -0.38481
C 2.64161 0.29539 -1.53349
C 1.62954 0.53732 -2.66784
N 0.29945 0.34749 -2.05361
C -0.73125 -0.08952 -2.89620
C -1.69519 -0.95585 -2.36673
F -1.51101 -1.30066 -1.00822
C -2.76671 -1.47697 -3.07534
F -3.59212 -2.31240 -2.47095
C -2.91012 -1.12672 -4.42409
F -3.89932 -1.61121 -5.13415
C -1.97126 -0.26171 -5.00316
F -2.07481 0.08196 -6.26360
C -0.91177 0.24686 -4.24719
F -0.05738 1.10144 -4.81657
C 2.84093 0.73806 0.91596
C 1.99385 1.35110 2.04438
N 0.58653 1.06182 1.71514
C -0.36961 1.24255 2.71192
C -0.33861 2.17634 3.76278
F 0.68372 3.03379 3.81462
C -1.35506 2.25388 4.71663
F -1.28313 3.16124 5.65771
C -2.45286 1.38194 4.66477
F -3.40078 1.44375 5.56782
C -2.51985 0.43805 3.63504
F -3.50753 -0.43323 3.54503
C -1.49394 0.40555 2.70223
F -1.50914 -0.57711 1.68233
H 3.83931 2.50045 -0.81589
H 2.55780 3.20784 0.15735
H 2.31640 2.92730 -1.58555
H 2.58178 -0.76062 -1.22205
H 3.66506 0.51288 -1.86623
H 1.79862 -0.17905 -3.47883
H 1.74509 1.53806 -3.10408
H 3.88392 1.06565 1.00610
H 2.80962 -0.36087 0.98975
H 2.18365 2.42672 2.13425
H 2.27509 0.90336 3.00558
N -0.20163 3.02314 -0.37730
C -1.44097 3.14534 -1.19350
C -2.18602 1.81482 -1.09922
O -3.05934 1.43890 -1.81534
O -1.64217 1.04774 -0.13184
H -0.42507 3.36607 0.56697
H 0.46038 3.71184 -0.74274
H -1.19952 3.33494 -2.24392
H -2.09568 3.96230 -0.86703
C 0.35892 -2.46975 3.11156
As 0.30972 -2.75451 1.17399
C -1.38085 -3.59837 0.66928
C 1.79802 -4.00058 0.86559
O 0.70660 -1.24062 0.42218
H 0.43658 -3.45353 3.58361
H -0.54312 -1.99315 3.48760
H 1.24153 -1.89202 3.39514
H -1.47461 -4.48669 1.30067
H -1.36627 -3.91239 -0.37330
H -2.23001 -2.94186 0.85716
H 1.73420 -4.79698 1.61218
H 2.75547 -3.49107 0.99571
H 1.75589 -4.45295 -0.12411
O 0.79634 -2.55227 -1.80059
H 1.66413 -2.78716 -2.14971
H 0.18154 -3.04231 -2.36339
```

Output
**E_HOMO**: -0.6277 hartree
**Molecular weight**: 859.22 Da
**HOMO-LUMO gap**: 5.85 eV
**Total charge**: +3


Copy entry 1 word for word.
Formula: C22H25O8
Source: the OMol25 dataset
Level of theory: the ωB97M-V functional and the def2-TZVPD basis

XYZ file:
```
55
Properties=species:S:1:pos:R:3
C -4.02420 -1.03780 1.28039
C -2.95249 0.01670 1.33367
O -1.67688 -0.63995 1.30919
C -0.69785 0.27895 1.47249
C 0.60868 -0.35663 1.50954
C 1.81322 0.42702 1.58607
O 1.92028 1.63165 1.76227
C 2.99734 -0.53676 1.43782
C 2.39360 -1.94566 1.49655
C 0.85900 -1.80410 1.33523
O -0.92931 1.47509 1.56566
H -4.99847 -0.55134 1.37170
H -4.00767 -1.58513 0.33149
H -3.92586 -1.75839 2.10018
H -3.02387 0.68989 0.46645
H -3.03524 0.60499 2.25759
H 3.48916 -0.35365 0.46953
H 3.72878 -0.36078 2.23637
H 2.82451 -2.60014 0.73223
H 2.60464 -2.38968 2.47759
H 0.32198 -2.42050 2.07509
H 0.55110 -2.14882 0.33037
C 5.29817 5.29793 7.71179
O 4.76798 5.01884 6.39102
C 3.80672 4.06828 6.26195
C 3.36991 3.77434 4.94272
C 2.46059 2.76739 4.72840
C 1.98609 1.96191 5.79199
C 1.13939 0.82714 5.50572
C 1.08540 -0.32869 6.24006
C 0.11189 -1.37722 5.83929
O -0.60310 -1.28620 4.86172
O 0.09612 -2.52880 6.57797
C 0.82898 -2.54334 7.82320
C 0.10810 -1.75826 8.90035
C 0.99665 -4.01084 8.21960
O 2.16024 -2.03828 7.60539
C 2.28271 -0.82483 6.97783
O 3.36487 -0.28169 6.97011
C 2.37801 2.30970 7.11296
C 3.25242 3.35474 7.35607
H 6.05668 6.06210 7.54118
H 4.52147 5.68631 8.38530
H 5.75899 4.40658 8.15945
H 3.78578 4.34300 4.11570
H 2.13031 2.52252 3.71475
H 0.47672 0.87689 4.64718
H -0.01457 -0.70805 8.62192
H -0.87877 -2.20627 9.06315
H 0.68004 -1.82070 9.83374
H 1.52873 -4.54693 7.42886
H 1.57215 -4.08983 9.14587
H 0.01961 -4.47672 8.36837
H 2.00245 1.73793 7.96102
H 3.55526 3.60065 8.37804
```

Output
**E_HOMO**: -0.1086 hartree
**Molecular weight**: 417.43 Da
**HOMO-LUMO gap**: 4.87 eV
**Total charge**: -1


Which formula does entry 2 have? C22H25OSTc


Which of these has the lowest total charge? C22H25O8